## i
A 2-piece molecular cluster, C4H12NS overall. Source: the Open Molecules 2025 dataset; level of theory: ωB97M-V with the def2-TZVPD basis set.

Last column: Mulliken charge in e.
Atoms and positions in Å:
C  0.02542  1.29047  1.66598  -0.789
N  -0.27335  -0.14183  1.89465  -0.164
C  -1.55384  -0.53587  1.37042  -0.707
C  0.82248  -0.91887  1.27753  -0.751
H  -0.76884  1.89488  2.19699  0.249
H  -0.00375  1.45692  0.60272  0.272
H  1.01479  1.54348  1.99530  0.265
H  -1.78974  -1.61079  1.60603  0.257
H  -2.28690  0.23836  1.66646  0.287
H  -1.71584  -0.37318  0.25183  0.158
H  0.64420  -1.99906  1.46856  0.292
H  1.76888  -0.73024  1.77314  0.303
H  0.95089  -0.68073  0.22090  0.100
C  1.20849  -0.17869  -2.76413  -0.767
S  -0.21332  0.27928  -1.58748  -0.587
H  0.94926  -0.04557  -3.87301  0.208
H  2.19908  0.20293  -2.47369  0.230
H  1.34934  -1.31493  -2.59680  0.146

## Properties
HOMO level   -2.31 eV
Molecular weight   106.2 g mol⁻¹
Charge   -1

---

## ii
A 2-piece molecular cluster, C4H12NS overall. Source: the Open Molecules 2025 dataset; level of theory: ωB97M-V with the def2-TZVPD basis set.

Last column: Mulliken charge in e.
Atoms and positions in Å:
C  2.60722  -1.62694  -1.76950  -0.973
C  1.16429  -1.32089  -2.16771  -0.467
S  0.28913  -0.26742  -0.95815  -0.688
H  2.65898  -2.12107  -0.79739  0.244
H  3.11993  -0.66649  -1.66624  0.231
H  3.13225  -2.21768  -2.53131  0.326
H  0.59576  -2.23948  -2.34051  0.210
H  1.20044  -0.78339  -3.12196  0.164
C  -1.57018  1.90477  0.88874  -0.778
N  -1.67148  1.46362  2.28225  -0.446
C  -1.04445  0.16604  2.48495  -0.731
H  -0.52410  1.93871  0.59168  0.235
H  -2.09045  1.23245  0.19842  0.305
H  -1.98652  2.91196  0.79862  0.310
H  -2.64030  1.46391  2.57457  0.222
H  -1.44250  -0.62320  1.83675  0.280
H  -1.13494  -0.12545  3.53449  0.305
H  0.01537  0.25112  2.24714  0.252

## Properties
HOMO level   -2.32 eV
Molecular weight   106.2 g mol⁻¹
Charge   -1

---

How do the energies compare? Relative to the most stable structure, in eV: i 1.025; ii 0.000.

---

## i
A 2-piece molecular cluster, C11H17N3 overall. Source: the Open Molecules 2025 dataset; level of theory: ωB97M-V with the def2-TZVPD basis set.

Last column: Mulliken charge in e.
Atoms and positions in Å:
C  2.03435  0.43177  -0.45674  0.037
C  -2.10767  2.66627  -1.12994  -1.088
C  -1.15625  1.57583  -1.38147  -0.220
C  -2.27001  2.72651  0.23476  -0.355
C  -0.93341  0.98569  -0.15794  0.512
C  1.79874  1.03724  1.99284  -1.248
C  2.11119  -1.42026  1.17535  -1.728
C  -0.34366  -1.24551  -2.12248  -1.315
C  -0.78900  -2.64719  -0.31477  -0.979
C  -0.37998  -0.30953  0.14181  -0.988
C  1.72776  0.00448  0.86926  1.254
N  2.17726  0.97271  -1.43580  -0.643
N  -1.59459  1.70758  0.80246  -0.052
N  -0.24705  -1.36408  -0.68867  0.363
H  -2.48770  3.41311  -1.72095  0.482
H  -0.63549  1.42823  -2.32516  0.432
H  -2.87367  3.33466  0.87762  0.450
H  1.13992  0.61175  2.76076  0.311
H  2.81697  1.24832  2.52105  0.291
H  1.38656  2.00890  1.61921  0.299
H  1.61413  -1.61102  2.09827  0.367
H  3.09831  -1.49429  1.42980  0.483
H  1.99739  -2.01733  0.34426  0.465
H  -1.36289  -1.09413  -2.57383  0.305
H  0.24334  -0.40391  -2.35247  0.479
H  0.16664  -2.06260  -2.57883  0.374
H  -1.89071  -2.66390  -0.38660  0.344
H  -0.40157  -3.44783  -0.91768  0.311
H  -0.53737  -2.91993  0.90534  0.236
H  -0.62955  -0.75139  1.04355  0.557
H  -1.67197  1.29987  1.72699  0.264

## Properties
HOMO level   -7.03 eV
Molecular weight   191.3 g mol⁻¹

---

## ii
One molecule with the formula C11H17N3. Source: the Open Molecules 2025 dataset; level of theory: ωB97M-V with the def2-TZVPD basis set.

Last column: Mulliken charge in e.
Atoms and positions in Å:
C  4.25120  -0.55548  0.05325  -0.513
C  3.16570  -1.42507  0.28866  -0.185
C  2.52964  0.54477  -0.32962  0.474
C  1.57210  1.61150  -0.47579  -0.777
C  0.30736  1.55465  -0.09328  -0.700
C  -0.25499  0.14419  0.34317  1.370
C  -0.38361  0.30076  1.91964  -1.974
C  -1.45723  0.46099  -1.77029  -2.110
C  -2.74554  0.64681  0.25480  -1.468
C  -1.94072  -1.58124  -0.50632  -1.677
C  -1.60402  -0.13025  -0.32597  1.444
N  3.82233  0.64336  -0.29604  -0.742
N  2.10409  -0.68454  -0.04970  0.346
N  0.73776  -1.04322  0.01137  -0.774
H  5.32075  -0.61813  0.32811  0.366
H  3.07263  -2.51195  0.39649  0.353
H  2.09656  2.54600  -0.80202  0.346
H  -0.49083  2.26721  -0.04305  0.689
H  0.53369  0.15258  2.30256  0.716
H  -1.08561  -0.39386  2.24482  0.505
H  -0.65035  1.28691  2.35550  0.290
H  -2.24050  0.02165  -2.21304  0.700
H  -0.54063  0.13881  -2.17437  0.410
H  -1.30580  1.58578  -1.82402  0.390
H  -2.35789  1.73853  0.44773  0.225
H  -3.68710  0.73408  -0.26218  0.398
H  -3.07973  0.25716  1.28039  0.312
H  -2.88857  -1.82257  -1.04245  0.449
H  -1.96848  -2.14574  0.45800  0.290
H  -1.42588  -2.11192  -1.28886  0.404
H  0.59368  -1.61181  0.81248  0.442

## Properties
SMILES   CC(C)(C)[C@]1(C)C=Cc2nccn2N1
HOMO level   -7.91 eV
Molecular weight   191.3 g mol⁻¹

---

How do the energies compare? Relative to the most stable structure, in eV: i 0.578; ii 0.000.

---

## i
A 3-piece molecular cluster, C3H12NO3S overall. Source: the Open Molecules 2025 dataset; level of theory: ωB97M-V with the def2-TZVPD basis set.

Last column: Mulliken charge in e.
Atoms and positions in Å:
C  0.71322  -0.80165  -0.64142  -0.263
C  1.95445  -0.54192  0.19477  -0.567
S  1.71609  1.06523  1.07818  -0.357
N  -0.43249  -0.93499  0.29018  -0.315
C  -1.68283  -0.81149  -0.69156  -0.447
O  -1.73137  -1.64976  -1.68732  -0.823
H  0.74269  -1.67306  -1.29536  0.328
H  0.53369  0.02493  -1.31751  0.045
H  2.16277  -1.29886  0.95337  0.314
H  2.84505  -0.43457  -0.45220  0.356
H  0.65603  0.56301  1.78611  0.114
H  -0.71790  -1.90107  0.48408  0.198
H  -1.80373  0.29733  -0.99268  0.210
H  -2.60584  -0.98383  -0.04370  0.206
H  1.23013  2.53137  -1.58039  0.339
H  2.21423  2.86871  -0.38538  0.304
O  1.96311  3.09697  -1.29397  -0.643
H  -2.67668  -0.55673  1.81220  0.343
H  -2.18862  0.81311  1.67561  0.330
O  -2.89198  0.32727  2.10698  -0.674

## Properties
HOMO level   -3.17 eV
Molecular weight   142.2 g mol⁻¹
Charge   -1

---

## ii
A 3-piece molecular cluster, C3H12NO3S overall. Source: the Open Molecules 2025 dataset; level of theory: ωB97M-V with the def2-TZVPD basis set.

Last column: Mulliken charge in e.
Atoms and positions in Å:
C  0.43331  -1.27889  -0.89741  -0.503
C  1.41148  -1.41075  0.24812  -0.605
S  0.65967  -1.80349  1.91787  -0.309
N  -0.56463  -0.43348  -0.23732  -0.359
C  -0.07177  1.08208  -0.37178  -0.470
O  -0.19371  1.29961  -1.71857  -0.966
H  0.14738  -2.19781  -1.38399  0.400
H  0.89525  -0.59729  -1.70522  0.239
H  2.22828  -2.13765  0.05226  0.383
H  1.90734  -0.44851  0.42961  0.254
H  -0.60427  -1.41828  1.48974  0.131
H  -1.43263  -0.44133  -0.85013  0.231
H  0.89460  1.43746  0.00291  0.213
H  -0.80644  1.80072  0.02699  0.380
H  -0.18163  2.81722  -1.98361  0.407
H  1.13581  3.09287  -2.82861  0.260
O  0.52350  3.57856  -2.28265  -0.738
H  -1.70392  0.56340  1.72336  0.326
H  -2.35524  -0.63635  0.97716  0.373
O  -2.50042  0.08448  1.64513  -0.646

## Properties
HOMO level   -3.72 eV
Molecular weight   142.2 g mol⁻¹
Charge   -1

---

How do the energies compare? Relative to the most stable structure, in eV: i 0.000; ii 0.649.

---

## i
One molecule with the formula C3H6FI. Source: the Open Molecules 2025 dataset; level of theory: ωB97M-V with the def2-TZVPD basis set.

Last column: Mulliken charge in e.
Atoms and positions in Å:
C  0.33123  1.14424  -0.79586  -1.256
C  0.04830  -0.98014  0.94848  -0.943
C  1.02616  0.50860  0.32246  0.405
F  1.00751  1.30546  1.41341  -0.290
I  2.96931  -0.08158  -0.10520  0.105
H  -0.56101  1.59116  -0.51438  0.352
H  0.98413  1.92530  -1.23655  0.378
H  0.07246  0.22518  -1.52332  0.300
H  -0.61516  -1.21019  0.12183  0.308
H  -0.56505  -0.43304  1.70511  0.280
H  0.79384  -1.70705  1.33638  0.360

## Properties
SMILES   CC(C)(F)I
HOMO level   -9.40 eV
Molecular weight   188.0 g mol⁻¹

---

## ii
One molecule with the formula C3H6FI. Source: the Open Molecules 2025 dataset; level of theory: ωB97M-V with the def2-TZVPD basis set.

Last column: Mulliken charge in e.
Atoms and positions in Å:
C  0.13173  0.50993  -1.16132  -1.131
C  -0.25164  -0.32136  1.25186  -1.015
C  0.87643  0.56752  0.17453  0.422
F  0.94142  1.73698  0.77011  -0.264
I  2.99629  -0.13355  -0.02628  -0.015
H  -0.82337  1.04066  -0.97952  0.334
H  0.70127  0.88645  -2.07725  0.333
H  -0.14141  -0.57411  -1.27906  0.331
H  0.27818  -0.88583  2.00142  0.325
H  -0.74739  -0.93491  0.57358  0.354
H  -0.70540  0.48494  1.81596  0.325

## Properties
SMILES   CC(C)(F)I
HOMO level   -9.49 eV
Molecular weight   188.0 g mol⁻¹

---

How do the energies compare? Relative to the most stable structure, in eV: i 0.226; ii 0.000.

---

## i
A 2-piece molecular cluster, C3H3IO2 overall. Source: the Open Molecules 2025 dataset; level of theory: ωB97M-V with the def2-TZVPD basis set.

Last column: Mulliken charge in e.
Atoms and positions in Å:
C  -0.51581  0.53044  -0.06809  0.555
C  0.35249  -2.20952  0.02746  0.072
C  0.38417  1.58494  -0.02231  -0.854
O  -1.66645  0.18601  -0.12841  -0.349
O  1.19753  -2.98510  0.14168  -0.248
I  -1.77086  -2.76092  0.11627  -0.049
H  0.87287  1.85730  -1.04272  0.291
H  1.34054  1.34399  0.69850  0.261
H  -0.19447  2.45285  0.27761  0.322

## Properties
HOMO level (spin up / spin down)   -7.42 / -8.07 eV
Molecular weight   198.0 g mol⁻¹

---

## ii
A 2-piece molecular cluster, C3H3IO2 overall. Source: the Open Molecules 2025 dataset; level of theory: ωB97M-V with the def2-TZVPD basis set.

Last column: Mulliken charge in e.
Atoms and positions in Å:
C  -1.70679  2.37774  0.26820  0.991
C  0.34046  0.20566  -1.52734  -0.168
C  -1.40883  1.16288  0.51562  -1.268
O  -1.99048  3.44456  0.01088  -0.310
O  1.07230  0.32381  -0.61227  -0.368
I  -2.87557  -0.31700  -0.10725  0.106
H  0.00847  -0.83558  -1.83970  0.246
H  -0.07304  1.05591  -1.98873  0.309
H  -0.75165  1.04428  1.32740  0.461

## Properties
SMILES   O=C=CI.C=O
HOMO level   -9.13 eV
Molecular weight   198.0 g mol⁻¹

---

## iii
A 2-piece molecular cluster, C3H3IO2 overall. Source: the Open Molecules 2025 dataset; level of theory: ωB97M-V with the def2-TZVPD basis set.

Last column: Mulliken charge in e.
Atoms and positions in Å:
C  1.02498  1.13879  0.59177  0.579
C  2.41996  -2.18136  0.29336  0.111
C  0.17011  0.82357  -0.53004  -0.954
O  2.08357  1.13641  1.04103  -0.267
O  3.10497  -2.97906  0.75229  -0.188
I  4.09118  0.36973  -0.25468  -0.284
H  0.59172  1.20314  -1.35434  0.346
H  -0.86666  1.17180  -0.60096  0.314
H  0.16448  -0.17484  -0.64690  0.344

## Properties
HOMO level (spin up / spin down)   -7.87 / -8.68 eV
Molecular weight   198.0 g mol⁻¹

---

How do the energies compare? Relative to the most stable structure, in eV: i 1.220; ii 0.000; iii 0.658.

---

## i
One molecule with the formula C3H3Cl. Source: the Open Molecules 2025 dataset; level of theory: ωB97M-V with the def2-TZVPD basis set.

Last column: Mulliken charge in e.
Atoms and positions in Å:
C  1.31929  -1.22454  -0.17701  -0.217
C  0.74710  -0.18255  -0.00382  -0.297
C  -0.75938  0.79345  0.01472  -0.341
Cl  -2.11797  -0.33385  -0.16049  -0.126
H  2.06895  -1.92123  0.02536  0.347
H  -0.69179  1.25146  0.93687  0.300
H  -0.56620  1.61726  -0.63564  0.334

## Properties
SMILES   C#CCCl
HOMO level   -10.45 eV
Molecular weight   74.5 g mol⁻¹

---

## ii
One molecule with the formula C3H3Cl. Source: the Open Molecules 2025 dataset; level of theory: ωB97M-V with the def2-TZVPD basis set.

Last column: Mulliken charge in e.
Atoms and positions in Å:
C  -1.39277  -0.36495  0.84371  -0.335
C  0.61361  0.33424  -0.79220  -0.538
C  -0.39285  0.01114  0.01275  0.195
Cl  -2.46882  -1.62052  0.44272  -0.157
H  -1.52095  -0.00522  1.86707  0.329
H  1.41217  -0.27602  -0.37337  0.211
H  0.82966  1.06437  -1.59429  0.295

## Properties
SMILES   C=C=CCl
HOMO level   -9.24 eV
Molecular weight   74.5 g mol⁻¹

---

How do the energies compare? Relative to the most stable structure, in eV: i 1.281; ii 0.000.